Entry from OMol25: a cluster of 10 separate species, C69H151N7O10 in total in a non-equilibrium geometry (ωB97M-V with the def2-TZVPD basis set).

For the max |F|, the calculation gives 3.52 eV/A. As for the SMILES: CC1(C)CCCC(C)(C)N1O.CC1(C)CCCC(C)(C)N1O.CC1(C)CCCC(C)(C)N1O.CC1(C)CCCC(C)(C)N1O.CC1(C)CCCC(C)(C)N1O.CC1(C)CCCC(C)(C)N1O.CC1(C)CCCC(C)(C)N1O.CCO.CCO.CCO. The calculation puts the HOMO energy at -8.226 eV. The value obtained for the orbital gap is 8.783 eV. For the total energy, the calculation gives -3854.90165 a.u. As for the relative energy (zero: lowest compared OMol25 entry of this formula, charge and spin): 46.97 kcal/mol.

The geometry in ORCA input format:
```
! RIJCOSX wB97M-V def2-TZVPD def2/J DEFGRID3
* xyz 0 1
C 0.186 0.078 2.165
C -0.593 0.607 1.005
O 0.246 1.139 -0.013
H -0.477 -0.340 2.962
H 0.738 0.902 2.692
H 0.907 -0.655 1.828
H -1.228 1.453 1.291
H -1.234 -0.243 0.622
H 1.173 1.266 0.270
C -1.213 3.650 -3.928
C -1.370 3.024 -2.502
O -0.209 3.202 -1.702
H -1.024 4.754 -3.732
H -2.101 3.521 -4.573
H -0.319 3.277 -4.410
H -1.560 1.947 -2.636
H -2.164 3.588 -2.045
H -0.057 2.454 -1.077
C 3.946 1.742 2.945
C 3.076 2.389 1.932
O 3.012 1.581 0.726
H 3.723 0.706 3.177
H 3.810 2.252 3.921
H 5.032 1.822 2.566
H 3.360 3.394 1.723
H 2.056 2.524 2.362
H 3.050 2.219 -0.045
C -4.170 -1.780 6.349
C -4.537 -0.270 6.382
C -3.312 0.501 6.797
C -2.262 0.731 5.672
C -2.962 1.281 4.389
C -4.123 0.415 3.859
N -4.996 0.200 5.049
O -6.016 -0.730 4.573
C -4.947 1.202 2.851
C -3.574 -0.881 3.206
C -5.608 0.026 7.487
H -4.978 -2.386 6.008
H -3.803 -2.143 7.345
H -3.325 -2.016 5.693
H -3.699 1.433 7.170
H -2.917 0.073 7.728
H -1.773 -0.205 5.524
H -1.617 1.479 5.989
H -2.287 1.395 3.546
H -3.385 2.288 4.471
H -4.441 1.372 1.835
H -5.823 0.687 2.567
H -5.097 2.178 3.258
H -4.407 -1.547 2.904
H -2.972 -0.470 2.400
H -2.939 -1.435 3.907
H -6.499 -0.618 7.502
H -5.744 1.155 7.488
H -5.114 -0.238 8.384
H -6.723 -0.110 4.557
C 3.951 -1.838 1.458
C 5.190 -2.727 1.655
C 4.771 -4.178 1.308
C 4.571 -4.483 -0.248
C 5.872 -3.994 -0.917
C 6.350 -2.565 -0.590
N 6.379 -2.402 0.851
O 6.765 -1.095 1.091
C 7.720 -2.374 -1.137
C 5.323 -1.652 -1.299
C 5.677 -2.594 3.084
H 3.267 -1.939 2.327
H 3.293 -2.272 0.635
H 4.054 -0.756 1.275
H 5.483 -4.889 1.752
H 3.782 -4.233 1.887
H 3.662 -3.975 -0.578
H 4.500 -5.552 -0.490
H 5.850 -4.082 -2.030
H 6.670 -4.687 -0.540
H 7.826 -1.366 -1.477
H 8.287 -2.534 -0.246
H 8.015 -3.184 -1.840
H 5.276 -2.127 -2.265
H 4.315 -1.573 -0.868
H 5.704 -0.658 -1.422
H 6.552 -3.215 3.380
H 4.780 -2.775 3.726
H 5.941 -1.551 3.246
H 7.725 -1.183 1.138
C -2.253 4.906 3.914
C -1.531 6.176 3.380
C -0.056 6.156 3.757
C 0.862 5.310 2.867
C 0.660 5.650 1.375
C -0.818 5.465 1.060
N -1.586 6.388 1.942
O -2.975 6.371 1.559
C -0.968 5.959 -0.365
C -1.307 4.014 1.083
C -2.115 7.393 4.001
H -3.128 4.715 3.186
H -2.666 5.019 4.932
H -1.596 4.030 3.836
H 0.359 7.153 3.753
H 0.031 5.810 4.789
H 0.502 4.228 2.904
H 1.878 5.435 3.165
H 1.313 5.016 0.688
H 0.922 6.694 1.155
H -1.987 5.873 -0.635
H -0.711 6.992 -0.411
H -0.374 5.313 -1.048
H -2.367 3.990 0.722
H -0.708 3.469 0.396
H -1.213 3.477 2.050
H -1.951 7.524 5.056
H -3.198 7.283 4.017
H -1.744 8.370 3.625
H -3.220 7.232 1.211
C -3.388 -4.268 2.389
C -2.403 -4.877 1.420
C -1.695 -3.814 0.620
C -0.677 -3.027 1.448
C 0.323 -3.939 2.151
C -0.315 -5.069 2.895
N -1.326 -5.667 2.041
O -1.856 -6.809 2.719
C 0.747 -6.215 2.984
C -0.857 -4.564 4.219
C -3.189 -5.729 0.440
H -2.823 -3.571 3.047
H -3.810 -4.987 3.135
H -4.165 -3.691 1.890
H -1.214 -4.299 -0.217
H -2.464 -3.083 0.151
H -1.104 -2.385 2.203
H -0.120 -2.355 0.742
H 0.966 -3.408 2.849
H 0.959 -4.375 1.304
H 1.171 -6.458 2.009
H 1.614 -5.968 3.623
H 0.225 -7.114 3.408
H -1.653 -5.193 4.600
H -0.054 -4.586 4.967
H -1.118 -3.504 4.103
H -2.437 -6.292 -0.146
H -3.769 -5.123 -0.238
H -3.842 -6.446 0.920
H -2.679 -6.544 3.155
C -3.563 -0.617 -1.274
C -4.990 -0.457 -1.934
C -5.030 0.480 -3.125
C -4.351 -0.145 -4.339
C -5.053 -1.455 -4.704
C -5.087 -2.450 -3.510
N -5.649 -1.676 -2.401
O -5.661 -2.632 -1.323
C -6.063 -3.545 -3.889
C -3.722 -3.093 -3.311
C -5.961 0.142 -0.906
H -3.047 0.342 -1.326
H -2.903 -1.409 -1.649
H -3.626 -0.799 -0.165
H -6.070 0.719 -3.385
H -4.483 1.393 -2.977
H -3.283 -0.379 -4.201
H -4.354 0.583 -5.206
H -4.562 -1.998 -5.509
H -6.094 -1.293 -4.896
H -7.107 -3.153 -3.956
H -5.726 -3.988 -4.873
H -5.957 -4.305 -3.143
H -2.848 -2.463 -3.541
H -3.736 -3.624 -2.388
H -3.636 -3.901 -4.034
H -5.591 1.177 -0.604
H -6.026 -0.409 0.020
H -6.945 0.150 -1.395
H -6.563 -2.467 -1.046
C 0.148 -0.649 -3.570
C 0.933 -1.924 -3.439
C 0.004 -2.948 -2.891
C 0.806 -4.270 -2.686
C 1.268 -4.739 -4.113
C 2.099 -3.719 -4.904
N 1.422 -2.377 -4.712
O 2.393 -1.338 -5.068
C 3.580 -3.761 -4.414
C 2.093 -3.927 -6.455
C 2.105 -1.623 -2.459
H -0.827 -0.844 -4.023
H 0.658 0.064 -4.198
H -0.032 -0.328 -2.533
H -0.422 -2.632 -1.931
H -0.796 -3.089 -3.604
H 0.163 -5.061 -2.285
H 1.676 -4.299 -2.032
H 0.433 -5.060 -4.710
H 1.880 -5.620 -4.017
H 3.987 -2.802 -4.576
H 3.660 -3.925 -3.339
H 4.166 -4.410 -5.045
H 1.081 -3.844 -6.865
H 2.724 -3.167 -6.999
H 2.349 -4.944 -6.626
H 1.703 -1.614 -1.488
H 2.542 -0.662 -2.713
H 2.799 -2.449 -2.501
H 2.006 -0.916 -5.838
C 3.417 6.127 -1.438
C 3.422 5.381 -2.776
C 4.411 6.000 -3.745
C 4.701 5.134 -4.933
C 4.963 3.676 -4.495
C 3.970 2.982 -3.546
N 3.758 3.948 -2.416
O 2.784 3.395 -1.578
C 2.771 2.657 -4.448
C 4.608 1.719 -2.815
C 1.993 5.575 -3.348
H 4.349 6.078 -0.796
H 2.531 5.970 -0.811
H 3.229 7.209 -1.717
H 4.090 7.003 -4.022
H 5.351 6.193 -3.225
H 5.650 5.478 -5.350
H 3.920 5.176 -5.695
H 5.839 3.747 -3.876
H 5.203 3.055 -5.411
H 1.846 2.506 -3.889
H 2.591 3.514 -5.070
H 3.030 1.747 -5.013
H 4.860 1.036 -3.668
H 5.538 2.069 -2.357
H 3.902 1.231 -2.142
H 2.062 5.540 -4.451
H 1.568 6.486 -2.988
H 1.393 4.752 -2.897
H 1.973 3.327 -2.135
*
```



Entry from OMol25: a cluster of 2 separate species, C3H9N3O2 in total in a non-equilibrium geometry (ωB97M-V with the def2-TZVPD basis set).

For the max |F|, the calculation gives 2.36 eV/A. The calculation puts the HOMO energy (spin up / spin down) at -7.643 / -8.873 eV. The value obtained for the orbital gap (spin up / spin down) is 7.745 / 8.641 eV. For the total energy, the calculation gives -434.17676 a.u. As for the relative energy (zero: lowest compared OMol25 entry of this formula, charge and spin): 219.26 kcal/mol.

The geometry in ORCA input format:
```
! RIJCOSX wB97M-V def2-TZVPD def2/J DEFGRID3
* xyz 0 1
C -0.543 -0.487 -0.451
C 1.927 0.776 0.299
N -0.601 -0.298 0.943
N 1.634 0.417 -1.040
C -2.049 -0.884 0.178
O 0.044 -1.410 1.534
O 1.369 1.622 -1.720
N -3.118 -0.203 0.029
H -0.230 -1.356 2.460
H 1.348 1.352 -2.647
H -0.657 0.404 -1.042
H -0.046 -1.352 -0.866
H -2.949 0.792 -0.111
H -2.084 -1.945 0.405
H 2.418 -0.074 0.776
H 2.541 1.680 0.356
H 0.997 0.966 0.896
*
```



Entry from OMol25: a structure of composition C31H28GeN2O9W in a non-equilibrium geometry (ωB97M-V with the def2-TZVPD basis set).

For the max |F|, the calculation gives 5.66 eV/A. The calculation puts the HOMO energy (spin up / spin down) at -16.897 / -16.908 eV. The value obtained for the orbital gap (spin up / spin down) is 5.810 / 5.829 eV. For the total energy, the calculation gives -4127.61355 a.u. As for the relative energy (zero: lowest compared OMol25 entry of this formula, charge and spin): 16.27 kcal/mol.

The geometry in ORCA input format:
```
! RIJCOSX wB97M-V def2-TZVPD def2/J DEFGRID3
* xyz 3 2
W -0.464 -0.561 -0.615
O -0.401 1.813 0.270
C -1.682 2.443 -0.027
C -2.172 2.030 -1.412
N -2.204 0.544 -1.571
C -2.180 0.083 -3.002
C -1.399 -1.241 -3.068
O -1.744 -2.230 -3.606
O -0.234 -1.106 -2.350
C -3.343 -0.057 -0.806
C -2.649 -1.001 0.190
O -1.673 -0.234 0.878
O -1.850 -1.848 -0.586
H -0.064 2.242 1.065
H -1.560 3.525 -0.015
H -2.388 2.154 0.754
H -1.513 2.449 -2.164
H -3.168 2.450 -1.572
H -1.639 0.806 -3.612
H -3.177 -0.048 -3.419
H -4.006 -0.628 -1.456
H -3.921 0.708 -0.292
O 2.746 -2.065 1.315
C 2.420 -1.084 0.766
O 1.010 -0.786 0.545
C 3.138 0.081 0.178
C 3.993 0.978 0.808
C 4.170 2.248 0.247
C 3.351 2.691 -0.781
C 2.483 1.768 -1.369
C 2.544 0.438 -1.013
N 1.302 2.086 -2.092
O 0.375 1.196 -2.007
O 1.086 3.112 -2.634
H 4.470 0.714 1.743
H 4.873 2.934 0.699
H 3.341 3.733 -1.078
H 2.071 -0.308 -1.633
C -5.189 -1.428 2.918
C -4.321 -2.011 3.863
C -3.005 -2.378 3.527
C -2.566 -2.285 2.240
C -3.499 -1.843 1.167
C -4.795 -1.292 1.629
Ge -0.608 -2.315 1.764
C -0.120 -3.913 0.697
C -0.621 -5.099 1.227
C -0.363 -6.305 0.589
C 0.356 -6.319 -0.594
C 0.847 -5.135 -1.129
C 0.627 -3.935 -0.474
C 0.419 -2.000 3.410
C 0.271 -0.844 4.171
C 0.969 -0.725 5.363
C 1.799 -1.759 5.784
C 1.935 -2.910 5.019
C 1.253 -3.038 3.817
H -6.165 -1.087 3.236
H -4.659 -2.126 4.887
H -2.337 -2.733 4.303
H -3.777 -2.743 0.578
H -5.472 -0.876 0.891
H -1.212 -5.079 2.138
H -0.736 -7.224 1.020
H 0.550 -7.256 -1.098
H 1.406 -5.154 -2.055
H 1.094 -3.047 -0.861
H -0.389 -0.049 3.839
H 0.873 0.170 5.962
H 2.348 -1.666 6.711
H 2.582 -3.711 5.349
H 1.371 -3.925 3.206
*
```



Entry from OMol25: a cluster of 3 separate species, C43H75BrIN5O12PS4 in total in a non-equilibrium geometry (ωB97M-V with the def2-TZVPD basis set).

For the max |F|, the calculation gives 4.07 eV/A. The calculation puts the HOMO energy (spin up / spin down) at -10.247 / -10.799 eV. The value obtained for the orbital gap (spin up / spin down) is 6.050 / 6.604 eV. For the total energy, the calculation gives -7665.38086 a.u.

The geometry in ORCA input format:
```
! RIJCOSX wB97M-V def2-TZVPD def2/J DEFGRID3
* xyz 1 3
C 3.648 5.016 3.058
C 2.203 5.088 3.634
O 1.970 4.586 4.687
O 1.145 5.769 3.007
C 0.296 4.928 2.216
C 0.899 4.308 0.919
S 1.986 2.795 1.032
C 1.567 1.858 2.547
C 0.083 1.396 2.688
O -0.503 1.761 3.670
O -0.557 0.573 1.798
C -1.984 0.752 1.818
C -2.696 -0.183 0.759
C -4.054 -0.685 1.404
O -3.055 0.532 -0.441
C -3.278 -0.300 -1.507
O -3.346 -1.492 -1.457
C -3.400 0.373 -2.924
S -3.769 2.173 -2.879
S -0.649 3.519 0.147
C 0.313 3.301 -1.355
O 0.074 2.304 -2.188
C 0.080 0.987 -1.548
C 1.061 -0.024 -2.262
C 0.923 -1.360 -1.419
O 2.417 0.415 -2.174
N 1.278 4.242 -1.487
P 2.201 3.960 -2.984
O 1.004 4.223 -4.143
I 3.869 5.662 -3.494
C 1.211 5.220 -0.378
Br -0.614 6.058 -0.739
C 2.316 6.295 -0.122
C 1.904 7.787 -0.439
C 1.747 8.139 -1.972
C 0.491 9.108 -2.177
C -0.549 8.531 -3.222
C -2.028 9.055 -2.964
C -2.918 7.971 -2.264
S -4.721 8.177 -2.540
C -5.374 6.677 -1.782
N -6.277 5.824 -2.267
N -6.499 4.790 -1.444
C -5.698 4.984 -0.366
O -5.020 6.131 -0.574
H 4.244 5.932 3.294
H 3.666 4.917 1.946
H 4.213 4.142 3.454
H -0.659 5.487 2.071
H 0.015 4.059 2.881
H 2.186 0.919 2.501
H 1.855 2.355 3.502
H -2.450 0.482 2.796
H -2.311 1.795 1.572
H -2.014 -1.050 0.599
H -4.874 0.048 1.216
H -3.947 -0.966 2.474
H -4.353 -1.615 0.856
H -2.444 0.203 -3.486
H -4.182 -0.149 -3.526
H -2.537 2.758 -2.780
H -0.937 0.560 -1.662
H 0.395 1.024 -0.485
H 0.739 -0.180 -3.319
H 1.083 -1.035 -0.350
H -0.118 -1.762 -1.479
H 1.711 -2.098 -1.678
H 2.574 0.553 -1.222
H 1.194 3.685 -4.931
H 3.318 6.026 -0.546
H 2.498 6.288 0.985
H 1.030 8.125 0.170
H 2.763 8.408 -0.062
H 2.677 8.560 -2.414
H 1.439 7.187 -2.483
H 0.018 9.405 -1.215
H 0.875 10.053 -2.646
H -0.295 8.872 -4.259
H -0.555 7.417 -3.261
H -2.490 9.254 -3.965
H -2.058 9.977 -2.344
H -2.640 6.922 -2.555
H -2.700 8.024 -1.162
H -5.609 4.311 0.504
C -2.574 -5.721 6.650
C -3.667 -5.179 5.694
C -4.443 -6.328 5.019
C -3.718 -6.981 3.849
C -3.271 -5.921 2.850
C -2.404 -4.834 3.504
N -3.047 -4.235 4.715
O -3.992 -3.412 4.295
C -1.030 -5.453 3.848
C -2.065 -3.768 2.451
C -4.660 -4.495 6.655
H -1.582 -5.795 6.214
H -2.450 -5.068 7.517
H -2.833 -6.713 7.025
H -5.399 -5.947 4.645
H -4.695 -7.093 5.758
H -2.870 -7.572 4.208
H -4.390 -7.686 3.353
H -2.717 -6.399 2.038
H -4.156 -5.468 2.390
H -0.413 -4.752 4.416
H -0.482 -5.704 2.937
H -1.100 -6.386 4.405
H -2.955 -3.325 2.003
H -1.492 -4.201 1.629
H -1.460 -2.965 2.885
H -4.215 -3.619 7.131
H -4.954 -5.189 7.445
H -5.577 -4.180 6.154
C 6.137 -4.757 -1.987
C 4.599 -4.950 -1.994
C 4.204 -6.317 -1.400
C 4.375 -7.493 -2.352
C 3.666 -7.209 -3.672
C 4.144 -5.899 -4.319
N 4.078 -4.736 -3.377
O 2.809 -4.376 -3.275
C 5.582 -6.112 -4.843
C 3.327 -5.649 -5.599
C 4.110 -3.888 -0.992
H 6.633 -5.018 -2.916
H 6.401 -3.710 -1.815
H 6.606 -5.346 -1.197
H 3.151 -6.288 -1.095
H 4.773 -6.507 -0.487
H 5.436 -7.707 -2.508
H 3.948 -8.392 -1.899
H 3.832 -8.043 -4.358
H 2.586 -7.168 -3.496
H 6.008 -5.177 -5.214
H 5.587 -6.822 -5.672
H 6.258 -6.535 -4.102
H 2.254 -5.610 -5.410
H 3.485 -6.456 -6.317
H 3.627 -4.715 -6.079
H 4.288 -2.876 -1.366
H 4.643 -3.987 -0.043
H 3.046 -3.985 -0.766
*
```



Entry from OMol25: the molecule C2H5N3OS in a non-equilibrium geometry (ωB97M-V with the def2-TZVPD basis set).

For the max |F|, the calculation gives 5.97 eV/A. As for the SMILES: [H]/N=C1\NOCSN1. The calculation puts the HOMO energy at -8.705 eV. The value obtained for the orbital gap is 9.414 eV. For the total energy, the calculation gives -716.78013 a.u. As for the relative energy (zero: lowest compared OMol25 entry of this formula, charge and spin): 100.76 kcal/mol.

The geometry in ORCA input format:
```
! RIJCOSX wB97M-V def2-TZVPD def2/J DEFGRID3
* xyz 0 1
C -1.024 -0.336 -0.156
C 1.803 0.449 0.201
H -3.003 0.051 -0.523
H -0.536 -2.188 0.699
H 1.755 0.372 1.315
H 2.774 0.792 -0.141
H -1.213 1.636 -0.486
N -2.281 -0.704 -0.249
N -0.063 -1.222 0.199
N -0.553 1.002 -0.016
O 0.845 1.370 -0.415
S 1.498 -1.221 -0.428
*
```